1.
Computed, not measured: 3 unconnected molecules or ions with the total composition C18H41ClN3 in a non-equilibrium geometry, with ωB97M-V with the def2-TZVPD basis set.

The value obtained for the LUMO energy is -5.9 eV. The relative energy (zero: lowest compared OMol25 entry of this formula, charge and spin) is 95.9 kJ/mol. For the frontier orbital gap, the calculation gives 6.334 eV. As for the strongest force on any atom: 3.09 eV/A.

The geometry in ORCA input format:
```
! wB97M-V def2-TZVPD RIJCOSX def2/J DEFGRID3
* xyz 1 1
C 6.46 -1.16 2.15
C 6.59 -2.62 2.73
C 5.48 -3.61 2.18
Cl 4.85 -4.62 3.58
N 4.39 -2.94 1.45
C 4.03 -3.43 0.10
C 2.44 -3.71 0.15
N 2.30 -3.92 1.62
C 3.15 -2.84 2.12
N 2.75 -1.92 3.01
H 6.84 -1.19 1.11
H 7.10 -0.45 2.73
H 5.43 -0.76 2.22
H 7.60 -3.01 2.45
H 6.59 -2.61 3.85
H 5.99 -4.30 1.47
H 4.08 -2.49 -0.51
H 4.65 -4.28 -0.23
H 1.97 -2.70 0.00
H 2.03 -4.47 -0.53
H 2.69 -4.81 1.94
H 2.52 -1.00 2.63
H 2.61 -2.12 4.00
C -2.96 0.20 -0.36
C -1.78 0.08 0.59
C -0.95 -1.18 0.36
C -1.70 -2.50 0.59
C -2.31 -2.66 1.98
C -1.25 -2.68 3.07
H -3.66 -0.63 -0.24
H -3.51 1.12 -0.17
H -2.62 0.21 -1.40
H -2.13 0.13 1.63
H -1.13 0.95 0.46
H -0.06 -1.15 1.01
H -0.56 -1.18 -0.66
H -1.02 -3.33 0.40
H -2.50 -2.59 -0.16
H -2.87 -3.60 2.02
H -3.03 -1.87 2.18
H -0.55 -3.51 2.91
H -1.71 -2.82 4.05
H -0.68 -1.75 3.10
C -3.90 2.37 -3.54
C -2.71 3.20 -3.07
C -3.08 4.24 -2.01
C -4.08 5.30 -2.47
C -3.64 6.11 -3.69
C -2.37 6.92 -3.44
H -4.67 3.00 -4.00
H -3.58 1.64 -4.28
H -4.35 1.84 -2.70
H -2.24 3.68 -3.93
H -1.95 2.53 -2.65
H -2.17 4.72 -1.65
H -3.50 3.72 -1.14
H -4.27 5.98 -1.64
H -5.04 4.82 -2.70
H -4.44 6.80 -3.97
H -3.49 5.45 -4.56
H -2.52 7.62 -2.62
H -2.10 7.49 -4.33
H -1.52 6.27 -3.19
*
```

2.
Computed, not measured: 2 unconnected molecules or ions with the total composition C5H13O2 in a non-equilibrium geometry, with ωB97M-V with the def2-TZVPD basis set.

The value obtained for the LUMO energy (spin up / spin down) is 0.7 / -1.8 eV. The relative energy (zero: lowest compared OMol25 entry of this formula, charge and spin) is 183.9 kJ/mol. For the frontier orbital gap (spin up / spin down), the calculation gives 10.785 / 7.950 eV. Its expectation value of S² is 0.76. As for the strongest force on any atom: 4.18 eV/A.

The geometry in ORCA input format:
```
! wB97M-V def2-TZVPD RIJCOSX def2/J DEFGRID3
* xyz 0 2
C 2.55 -0.01 0.43
O 3.57 -0.46 -0.27
C 1.09 -0.78 0.44
C 0.11 0.22 0.85
C -1.34 0.10 0.25
C -2.40 -0.95 0.87
H 2.13 1.00 0.12
H 2.63 0.22 1.46
H 0.96 -1.22 -0.54
H 1.10 -1.49 1.33
H 0.21 0.34 1.93
H 0.36 1.20 0.53
H -1.75 1.16 0.28
H -1.39 -0.20 -0.87
H -3.35 -0.58 0.68
H -2.48 -1.94 0.44
H -2.28 -1.15 1.95
H 0.55 1.80 -3.84
H 0.00 1.06 -2.69
O -0.29 1.66 -3.37
*
```

3.
Computed, not measured: a molecular structure, C9H18F6N6NaO5S2, with ωB97M-V with the def2-TZVPD basis set.

The value obtained for the LUMO energy is 1.9 eV. The relative energy (zero: lowest compared OMol25 entry of this formula, charge and spin) is 9.1 kJ/mol. For the frontier orbital gap, the calculation gives 7.318 eV. As for the strongest force on any atom: 0.32 eV/A.

The geometry in ORCA input format:
```
! wB97M-V def2-TZVPD RIJCOSX def2/J DEFGRID3
* xyz -1 1
Na -0.10 -0.17 0.14
N -2.23 0.37 1.45
C -2.69 1.74 1.31
C -1.53 2.72 1.36
N -0.55 2.56 0.29
C 0.71 3.22 0.61
C 1.89 2.73 -0.22
N 2.00 1.28 -0.10
C -1.06 2.95 -1.02
C -0.76 1.94 -2.12
N -1.51 0.71 -1.88
H -2.97 -0.31 1.33
H -1.78 0.19 2.34
H -3.41 2.06 2.07
H -3.20 1.82 0.34
H -1.00 2.57 2.30
H -1.94 3.75 1.38
H 0.94 3.01 1.65
H 0.62 4.32 0.49
H 2.77 3.27 0.15
H 1.77 3.00 -1.27
H 2.06 1.03 0.90
H 2.81 0.91 -0.57
H -0.64 3.93 -1.31
H -2.14 3.08 -0.97
H 0.30 1.70 -2.11
H -0.99 2.41 -3.09
H -1.16 -0.07 -2.42
H -2.49 0.83 -2.10
F 0.15 -4.79 -2.25
C -0.82 -4.84 -1.33
F -0.80 -6.04 -0.76
F -1.99 -4.70 -1.97
S -0.66 -3.48 -0.09
O -0.67 -2.28 -0.89
O -1.76 -3.72 0.79
N 0.71 -3.83 0.59
S 2.05 -3.00 0.59
O 1.96 -1.67 0.05
O 2.77 -3.24 1.79
C 3.06 -3.87 -0.69
F 3.10 -5.19 -0.49
F 4.32 -3.40 -0.64
F 2.60 -3.65 -1.92
O 0.20 -0.98 2.50
C 0.77 0.06 2.78
N 1.30 1.09 3.01
*
```

4.
Computed, not measured: a single C13H17N3O4S molecule in a non-equilibrium geometry, with ωB97M-V with the def2-TZVPD basis set.

The value obtained for the LUMO energy is -0.8 eV. The relative energy (zero: lowest compared OMol25 entry of this formula, charge and spin) is 536.5 kJ/mol. For the frontier orbital gap, the calculation gives 8.173 eV. As for the strongest force on any atom: 3.64 eV/A.

The geometry in ORCA input format:
```
! wB97M-V def2-TZVPD RIJCOSX def2/J DEFGRID3
* xyz 0 1
O 2.59 1.37 1.89
O 2.21 -1.03 1.61
O 0.61 2.76 0.14
N 0.04 0.25 -2.12
O -0.03 1.59 -1.73
C 0.53 1.73 -0.51
C 0.92 0.49 -0.11
C 2.48 -3.45 -1.42
C 1.49 -4.41 -1.68
C 2.14 -2.14 -1.10
C 0.14 -4.05 -1.70
C 0.79 -1.77 -1.19
C -0.20 -2.73 -1.48
N 0.24 0.34 2.58
N 0.53 -0.39 -1.10
C -1.65 -2.35 -1.57
C -2.10 -0.21 1.66
C -0.78 1.57 4.48
C -0.78 -0.69 2.30
C -0.14 1.68 3.11
S 1.63 0.31 1.52
H 3.51 -3.73 -1.42
H 1.82 -5.44 -1.89
H 2.94 -1.40 -0.93
H -0.62 -4.76 -1.99
H -1.91 -1.95 -2.58
H -2.25 -3.21 -1.29
H -1.87 -1.56 -0.91
H -2.73 -1.03 1.37
H -2.61 0.43 2.40
H -1.92 0.34 0.74
H -0.07 1.09 5.15
H -1.71 1.00 4.38
H -1.00 2.57 4.88
H -0.34 -1.50 1.66
H -1.06 -1.13 3.27
H 0.73 2.38 3.20
H -0.85 2.09 2.44
*
```

- Which of these has the lowest relative energy (zero: lowest compared OMol25 entry of this formula, charge and spin)?
  C9H18F6N6NaO5S2